Formula: C5H8O
Source: the Open Molecules 2025 dataset
Level of theory: ωB97M-V/def2-TZVPD

The geometry in XYZ format:
```
14
Properties=species:S:1:pos:R:3:mulliken_charge:R:1
C -0.781 -0.936 -0.099 -0.707
C 0.750 -0.957 -0.454 -0.658
C 0.939 0.552 -0.353 -0.133
C 0.199 0.973 0.974 -0.591
C -0.952 0.522 0.058 -0.114
H -1.159 -1.603 0.659 0.366
H -1.438 -1.190 -0.954 0.256
H 1.343 -1.593 0.233 0.286
H 0.888 -1.300 -1.443 0.314
H 1.844 1.019 -0.723 0.436
H 0.158 2.097 1.077 0.262
H 0.432 0.471 1.926 0.270
H -1.959 0.910 0.168 0.487
O -0.264 1.036 -1.071 -0.472
```

Calculated values
HOMO-LUMO gap = 10.90 eV
Energy = -7360.47399 eV

Formula: C5H8O
Source: the Open Molecules 2025 dataset
Level of theory: ωB97M-V/def2-TZVPD

The geometry in XYZ format:
```
14
Properties=species:S:1:pos:R:3:mulliken_charge:R:1
C -1.381 1.538 -0.737 -0.462
C -1.726 0.512 0.007 0.205
C -1.536 -0.514 0.739 0.038
C -1.003 -1.491 1.443 -0.828
H -1.116 2.490 -0.285 0.233
H -1.273 1.441 -1.815 0.279
H -0.703 -1.322 2.474 0.294
H -0.804 -2.464 1.002 0.271
C 1.274 -0.120 -1.379 -0.618
O 1.117 0.614 -0.191 -0.459
H 1.640 0.576 -2.140 0.248
H 2.009 -0.925 -1.249 0.276
H 0.334 -0.569 -1.745 0.291
H 0.575 0.073 0.401 0.232
```

Calculated values
SMILES string = C=C=C=C.CO
HOMO-LUMO gap = 9.23 eV
Energy = -7358.31908 eV

Formula: C5H8O
Source: the Open Molecules 2025 dataset
Level of theory: ωB97M-V/def2-TZVPD

The geometry in XYZ format:
```
14
Properties=species:S:1:pos:R:3:mulliken_charge:R:1
C 1.975 1.092 -0.023 -0.563
O 1.076 1.100 -1.177 -0.359
C 0.088 0.268 -1.000 0.343
C -0.888 -0.412 -0.023 0.165
C -0.807 -1.561 0.823 -0.918
C -1.342 0.149 -1.474 -0.660
H 2.941 1.606 -0.397 0.228
H 2.164 0.079 0.348 0.281
H 1.527 1.911 0.735 0.253
H -1.507 -1.555 1.610 0.332
H 0.131 -1.470 1.277 0.272
H -1.010 -2.401 0.169 0.257
H -1.751 -0.420 -2.425 0.202
H -2.001 1.075 -1.487 0.168
```

Calculated values
SMILES string = COC1=C(C)C1
HOMO-LUMO gap = 8.08 eV
Energy = -7356.62262 eV

Formula: C5H8O
Source: the Open Molecules 2025 dataset
Level of theory: ωB97M-V/def2-TZVPD

The geometry in XYZ format:
```
14
Properties=species:S:1:pos:R:3:mulliken_charge:R:1
C 0.903 1.283 1.354 -0.965
C 0.817 0.457 0.058 -0.101
C 0.797 -1.326 -0.507 -0.696
C -0.227 -0.300 -0.698 1.064
C -1.694 -0.417 -0.584 -1.330
O 0.571 0.908 -1.216 -0.476
H 1.802 1.883 1.100 0.283
H 0.998 0.521 2.174 0.250
H 0.038 1.838 1.190 0.332
H 1.426 -1.264 -1.421 0.255
H 0.756 -2.147 0.191 0.327
H -1.945 -0.398 0.425 0.348
H -2.055 -1.385 -0.948 0.334
H -2.186 0.348 -1.118 0.375
```

Calculated values
SMILES string = C[C@@]12C[C@]1(C)O2
HOMO-LUMO gap = 8.48 eV
Energy = -7357.34674 eV

Formula: C5H8O
Source: the Open Molecules 2025 dataset
Level of theory: ωB97M-V/def2-TZVPD

The geometry in XYZ format:
```
14
Properties=species:S:1:pos:R:3:mulliken_charge:R:1
O -0.400 2.104 0.446 -0.589
C -0.356 0.766 0.817 0.361
C -0.833 -0.460 0.192 -0.454
C -0.350 -0.576 -1.247 -0.633
C 1.119 -0.397 -0.774 -0.633
C 0.648 -0.279 0.669 -0.453
H -0.705 1.955 1.443 0.384
H -0.718 0.747 1.944 0.204
H -1.657 -0.997 0.649 0.356
H -0.738 0.182 -1.935 0.266
H -0.539 -1.569 -1.660 0.285
H 1.721 -1.295 -0.932 0.286
H 1.656 0.472 -1.166 0.266
H 1.152 -0.653 1.553 0.355
```

Calculated values
HOMO-LUMO gap = 10.27 eV
Energy = -7358.15152 eV

Formula: C5H8O
Source: the Open Molecules 2025 dataset
Level of theory: ωB97M-V/def2-TZVPD

The geometry in XYZ format:
```
14
Properties=species:S:1:pos:R:3:mulliken_charge:R:1
C -1.456 -0.228 -0.446 -0.378
C -0.758 0.859 0.403 -0.608
C 0.600 0.255 0.728 -0.096
C 1.563 0.075 -0.424 -0.783
C 0.662 -1.046 -0.001 0.023
O -0.498 -1.238 -0.757 -0.431
H -1.847 0.169 -1.390 0.254
H -2.293 -0.686 0.099 0.272
H -0.665 1.804 -0.144 0.239
H -1.319 1.063 1.320 0.297
H 0.998 0.361 1.733 0.353
H 1.332 0.569 -1.365 0.217
H 2.621 0.002 -0.190 0.278
H 1.060 -1.959 0.433 0.363
```

Calculated values
SMILES string = C1C[C@@H]2C[C@@H]2O1
HOMO-LUMO gap = 10.29 eV
Energy = -7360.79337 eV

ΔE to the lowest compared entry with this formula, charge and spin across the listed records, respectively: 1.781, 3.936, 5.633, 4.909, 4.104, 1.462 eV.